Entry 1:
Entry from the Open Molecules 2025 dataset: a single C3H3O3 molecule at a distorted geometry (the ωB97M-V functional and the def2-TZVPD basis).

Positions of all 9 atoms, in Å:
H  1.646  -0.769  -1.456
H  1.951  0.848  0.093
O  0.832  -0.279  -1.271
O  -1.346  0.222  0.391
O  -2.419  -1.702  -0.024
C  0.950  0.521  -0.198
C  -0.080  0.773  0.611
C  -1.502  -1.087  0.411
H  -0.032  1.471  1.442

The calculation puts the LUMO energy (alpha / beta) at 0.4907 / -0.4448 eV. The spin multiplicity is 2. The HOMO energy (alpha / beta) is -8.64 / -9.62 eV. The expectation value of S² is 0.75. Its energy relative to the best compared isomer or geometry (same formula, charge and spin) is 0.0 kJ/mol. For the total energy, the calculation gives -9299.053 eV.

Results of the natural (NBO) charge analysis, in e, for atoms 1 through 5: atom 1 (H): 0.49, atom 2 (H): 0.18, atom 3 (O): -0.68, atom 4 (O): -0.51, atom 5 (O): -0.51

Entry 2:
Entry from the Open Molecules 2025 dataset: a molecular structure, C4H4Br9Cl3 at a distorted geometry (the ωB97M-V functional and the def2-TZVPD basis).

Positions of all 20 atoms, in Å:
C  0.578  -1.577  1.774
Br  0.070  0.275  2.377
Br  -0.147  -2.894  3.102
Br  2.548  -1.811  1.527
H  0.136  -1.676  0.782
C  -0.183  0.387  -0.971
Br  -1.050  -1.388  -0.533
Br  1.554  0.587  0.013
Br  -1.416  1.927  -0.628
H  0.107  0.406  -2.022
C  -2.711  -0.058  1.440
Br  -3.057  1.706  2.374
Br  -4.361  -0.608  0.497
Br  -2.219  -1.438  2.789
H  -1.862  0.136  0.785
C  2.510  1.203  -2.554
Cl  3.550  1.587  -3.965
Cl  1.568  -0.314  -2.917
Cl  1.259  2.440  -2.211
H  3.126  1.112  -1.660

The calculation puts the LUMO energy at -1.0546 eV. The spin multiplicity is 1. The HOMO energy is -8.49 eV. Its energy relative to the best compared isomer or geometry (same formula, charge and spin) is 609.9 kJ/mol. For the total energy, the calculation gives -672154.500 eV.

Results of the natural (NBO) charge analysis, in e, for atoms 1 through 5: atom 1 (C): -0.42, atom 2 (Br): 0.07, atom 3 (Br): 0.12, atom 4 (Br): 0.07, atom 5 (H): 0.14

Entry 3:
Entry from the Open Molecules 2025 dataset: a single C5H13N3 molecule at a distorted geometry (the ωB97M-V functional and the def2-TZVPD basis).

Positions of all 21 atoms, in Å:
H  1.673  -0.387  -2.912
N  2.150  -0.871  -2.151
C  1.493  -0.839  -1.056
N  0.124  -0.341  -1.050
C  -0.541  -0.215  0.232
C  -0.811  -1.611  0.806
C  -1.870  0.521  0.043
N  0.383  0.509  1.119
C  0.896  1.802  0.710
H  1.864  -1.350  -0.156
H  -0.241  0.175  -1.837
H  -1.404  -2.205  0.102
H  0.113  -2.170  0.988
H  -1.362  -1.555  1.752
H  -2.505  -0.024  -0.666
H  -2.421  0.608  0.986
H  -1.738  1.523  -0.377
H  1.057  -0.058  1.624
H  0.182  2.410  0.148
H  1.795  1.698  0.095
H  1.163  2.378  1.601

The calculation puts the LUMO energy at 0.9385 eV. The spin multiplicity is 1. The HOMO energy is -8.30 eV. As for the SMILES: [H]/N=C\NC(C)(C)NC. Its energy relative to the best compared isomer or geometry (same formula, charge and spin) is 86.3 kJ/mol. For the total energy, the calculation gives -9865.472 eV.

Results of the natural (NBO) charge analysis, in e, for atoms 1 through 5: atom 1 (H): 0.32, atom 2 (N): -0.68, atom 3 (C): 0.28, atom 4 (N): -0.69, atom 5 (C): 0.27

Entry 4:
Entry from the Open Molecules 2025 dataset: a molecular structure, C2H3N2P3 at a distorted geometry (the ωB97M-V functional and the def2-TZVPD basis).

Positions of all 10 atoms, in Å:
C  -0.632  0.204  -1.000
C  0.159  0.450  0.272
N  -1.253  2.166  1.843
N  -1.039  2.782  -0.560
P  -1.388  1.596  -1.623
P  -0.071  2.271  0.678
P  -2.250  3.044  2.526
H  -0.241  -0.530  -1.635
H  -0.216  -0.242  1.151
H  1.342  0.135  0.248

The calculation puts the LUMO energy (alpha / beta) at -0.5416 / -2.1336 eV. The spin multiplicity is 3. The HOMO energy (alpha / beta) is -7.03 / -8.86 eV. The expectation value of S² is 2.04. Its energy relative to the best compared isomer or geometry (same formula, charge and spin) is 0.0 kJ/mol. For the total energy, the calculation gives -32965.554 eV.

Results of the natural (NBO) charge analysis, in e, for atoms 1 through 5: atom 1 (C): -0.54, atom 2 (C): -0.83, atom 3 (N): -1.29, atom 4 (N): -1.14, atom 5 (P): 0.95

Entry 5:
Entry from the Open Molecules 2025 dataset: a single C3H4N2O molecule at a distorted geometry (the ωB97M-V functional and the def2-TZVPD basis).

Positions of all 10 atoms, in Å:
H  -0.418  -0.795  -1.847
N  0.602  -0.878  -1.841
C  1.026  -0.972  -0.652
O  0.187  -1.615  0.490
N  -0.935  -0.855  0.566
C  -0.630  0.338  0.549
C  -0.595  1.583  0.950
H  2.079  -1.050  -0.375
H  -0.350  2.362  0.237
H  -0.965  1.882  1.923

The calculation puts the LUMO energy at 0.0144 eV. The spin multiplicity is 1. The HOMO energy is -9.58 eV. As for the SMILES: [H]/N=C\ON=C=C. Its energy relative to the best compared isomer or geometry (same formula, charge and spin) is 535.2 kJ/mol. For the total energy, the calculation gives -8198.338 eV.

Results of the natural (NBO) charge analysis, in e, for atoms 1 through 5: atom 1 (H): 0.37, atom 2 (N): -0.61, atom 3 (C): 0.36, atom 4 (O): -0.39, atom 5 (N): -0.14